#i
DFT (ωB97M-V with the def2-TZVPD basis set) results for a 2-piece molecular cluster, C3H10N2S overall.

Computed properties:
HOMO energy (alpha / beta) (eV): -13.98 / -13.62
Spin multiplicity: 2
Lowest unoccupied orbital energy (alpha / beta) (eV): -3.6940 / -6.6921
Net charge: +1

Last column: natural (NBO) charge in e.
Element x y z (Å)
1 C -2.135 0.051 -1.603  -0.630
2 C -0.926 0.752 -1.018  -0.556
3 S -1.070 0.777 0.819  0.146
4 H -2.206 0.181 -2.683  0.238
5 H -2.021 -1.035 -1.510  0.212
6 H -3.050 0.395 -1.117  0.234
7 H -0.014 0.222 -1.284  0.222
8 H -0.811 1.780 -1.346  0.262
9 N 1.825 0.753 1.596  -0.732
10 C 1.992 -0.519 1.271  0.398
11 N 1.065 -1.266 0.731  -0.720
12 H 0.935 1.083 1.156  0.407
13 H 2.305 1.023 2.444  0.445
14 H 2.821 -1.073 1.716  0.229
15 H 1.173 -2.205 0.378  0.441
16 H 0.116 -0.921 0.450  0.405

#ii
DFT (ωB97M-V with the def2-TZVPD basis set) results for an isolated ion of composition C3H10N2S and charge +1.

Computed properties:
HOMO energy (alpha / beta) (eV): -13.08 / -13.07
Spin multiplicity: 2
Lowest unoccupied orbital energy (alpha / beta) (eV): -3.3694 / -8.5694
Net charge: +1

Last column: natural (NBO) charge in e.
Element x y z (Å)
1 N -0.885 -1.408 0.087  -0.683
2 C 0.083 -0.307 -0.009  -0.075
3 C 0.128 0.304 1.426  -0.545
4 S 0.347 -0.995 2.660  0.515
5 C -0.183 0.797 -1.007  -0.220
6 N 0.437 0.454 -2.258  -0.844
7 H -1.756 -1.197 -0.400  0.401
8 H -0.482 -2.299 -0.185  0.404
9 H 1.047 -0.813 -0.138  0.217
10 H -0.826 0.741 1.720  0.271
11 H 0.973 0.995 1.453  0.255
12 H 0.563 -0.067 3.626  0.154
13 H -1.277 0.715 -1.103  0.196
14 H 0.089 1.796 -0.654  0.196
15 H 1.418 0.234 -2.155  0.365
16 H 0.326 1.050 -3.063  0.395

How do the energies compare? Relative to the most stable structure, in kJ/mol: #i 0.0; #ii 103.0.

#i
DFT (ωB97M-V with the def2-TZVPD basis set) results for an isolated ion of composition C3H12N4 and charge +2.

Computed properties:
HOMO energy (alpha / beta) (eV): -19.11 / -19.27
Spin multiplicity: 1
Lowest unoccupied orbital energy (alpha / beta) (eV): -10.8603 / -10.7134
Net charge: +2

Last column: natural (NBO) charge in e.
Element x y z (Å)
1 C 0.518 1.171 -0.595  -0.064
2 C 1.055 -1.301 0.116  -0.514
3 C -1.625 0.255 0.355  -0.490
4 N 1.195 0.119 0.419  -0.012
5 N -0.781 0.589 -0.712  -0.010
6 N 1.107 0.457 1.676  -0.438
7 N -0.968 -0.219 -1.727  -0.393
8 H 0.497 2.075 0.007  0.264
9 H 1.072 1.358 -1.512  0.289
10 H 0.189 -1.544 -0.536  0.229
11 H 1.948 -1.574 -0.623  0.305
12 H 1.232 -1.998 0.921  0.289
13 H -1.498 0.829 1.318  0.275
14 H -2.632 0.174 0.113  0.289
15 H -1.350 -0.768 0.766  0.237
16 H 0.576 -0.038 2.480  0.464
17 H 1.534 1.361 1.797  0.429
18 H -1.553 -0.968 -1.737  0.432
19 H -0.518 0.021 -2.528  0.418

#ii
DFT (ωB97M-V with the def2-TZVPD basis set) results for an isolated ion of composition C3H12N4 and charge +2.

Computed properties:
HOMO energy (alpha / beta) (eV): -19.11 / -19.31
Spin multiplicity: 1
Lowest unoccupied orbital energy (alpha / beta) (eV): -11.3581 / -11.3061
Net charge: +2

Last column: natural (NBO) charge in e.
Element x y z (Å)
1 C 0.657 1.091 0.205  -0.176
2 C 2.430 -0.246 -0.364  -0.539
3 C -2.055 -0.132 -0.814  -0.443
4 N -0.605 0.950 0.865  -0.431
5 N 1.102 -0.084 -0.372  -0.020
6 N -0.451 -1.258 0.426  -0.477
7 N -1.345 -0.204 0.468  -0.047
8 H 0.632 1.842 -0.647  0.320
9 H 1.454 1.577 0.935  0.249
10 H 2.691 -1.136 -0.923  0.272
11 H 2.989 0.682 -0.526  0.338
12 H 3.001 -0.651 0.678  0.360
13 H -2.964 -0.700 -0.815  0.281
14 H -2.326 0.960 -0.862  0.259
15 H -1.207 -0.468 -1.531  0.253
16 H -1.203 1.807 0.932  0.447
17 H -0.533 -2.008 -0.242  0.455
18 H -0.278 -1.562 1.376  0.432
19 H -1.987 -0.460 1.211  0.468

How do the energies compare? Relative to the most stable structure, in kJ/mol: #i 0.0; #ii 187.9.

#i
DFT (ωB97M-V with the def2-TZVPD basis set) results for one molecule with the formula C3H7NOSi.

Computed properties:
HOMO energy (eV): -10.88
Spin multiplicity: 1
Lowest unoccupied orbital energy (eV): 0.1602

Last column: natural (NBO) charge in e.
Element x y z (Å)
1 C -1.357 -0.949 0.096  0.250
2 C -1.134 1.469 -0.215  -0.613
3 C -0.392 0.149 0.234  0.003
4 N -2.096 -1.812 -0.047  -0.317
5 O 0.774 -0.068 -0.504  -0.880
6 Si 2.031 -0.998 -0.001  1.171
7 H -0.963 1.493 -1.384  0.239
8 H -2.235 1.332 0.082  0.232
9 H -0.544 2.282 0.401  0.221
10 H -0.225 0.313 1.243  0.196
11 H 2.625 -0.810 -1.318  -0.145
12 H 1.340 -2.276 0.221  -0.180
13 H 2.177 -0.126 1.191  -0.178

#ii
DFT (ωB97M-V with the def2-TZVPD basis set) results for one molecule with the formula C3H7NOSi.

Computed properties:
HOMO energy (eV): -11.02
Spin multiplicity: 1
Lowest unoccupied orbital energy (eV): 0.5846

Last column: natural (NBO) charge in e.
Element x y z (Å)
1 C 2.611 0.028 0.016  0.554
2 C -1.258 -1.329 -0.638  -1.117
3 C -0.429 1.511 0.252  -1.113
4 N 3.512 0.688 0.229  -0.393
5 O 1.560 -0.738 -0.082  -0.819
6 Si 0.049 -0.399 0.354  1.635
7 H -1.164 -1.039 -1.629  0.230
8 H -0.908 -2.400 -0.601  0.242
9 H -2.336 -1.148 -0.361  0.260
10 H -1.526 1.633 0.160  0.246
11 H 0.001 2.110 1.154  0.251
12 H 0.066 2.032 -0.589  0.245
13 H -0.178 -0.947 1.735  -0.219

How do the energies compare? Relative to the most stable structure, in kJ/mol: #i 156.8; #ii 0.0.

#i
DFT (ωB97M-V with the def2-TZVPD basis set) results for one molecule with the formula C10H10N2O.

Computed properties:
HOMO energy (eV): -9.41
Spin multiplicity: 1
Lowest unoccupied orbital energy (eV): 0.6312

Last column: natural (NBO) charge in e.
Element x y z (Å)
1 C 2.276 -0.597 -0.924  0.247
2 C -2.733 -0.907 -0.676  -0.220
3 C -2.612 0.280 -1.320  -0.205
4 C -1.670 -1.531 -0.001  -0.182
5 C -1.446 1.060 -1.175  -0.169
6 C -0.514 -0.754 0.247  -0.023
7 C -0.458 0.480 -0.379  -0.035
8 C 0.730 -1.114 0.946  -0.448
9 C 0.797 1.167 -0.030  -0.049
10 C 1.717 -0.159 0.322  0.125
11 N 2.739 -1.010 -1.882  -0.299
12 N 0.604 2.003 1.117  -0.800
13 O 2.793 0.255 1.149  -0.667
14 H -3.549 -1.633 -0.783  0.219
15 H -3.541 0.784 -1.697  0.220
16 H -1.771 -2.486 0.491  0.210
17 H -1.176 1.919 -1.666  0.215
18 H 0.710 -0.887 1.997  0.226
19 H 0.929 -2.108 0.877  0.230
20 H 1.115 1.807 -0.900  0.215
21 H 0.383 1.349 1.833  0.352
22 H 1.390 2.563 1.302  0.374
23 H 3.285 -0.482 1.153  0.463

#ii
DFT (ωB97M-V with the def2-TZVPD basis set) results for C10H10N2O as an isolated structure.

Computed properties:
HOMO energy (eV): -8.97
Spin multiplicity: 1
Lowest unoccupied orbital energy (eV): 0.0645

Last column: natural (NBO) charge in e.
Element x y z (Å)
1 C 3.742 -1.294 -0.642  -0.279
2 C 1.669 -0.070 -0.688  0.538
3 C 1.183 1.371 -0.764  -0.247
4 C -0.055 1.606 -0.366  -0.202
5 C -0.765 0.473 0.142  -0.173
6 C -2.091 0.693 0.488  0.242
7 C -2.741 2.068 0.284  -0.673
8 C -2.217 -1.552 1.023  0.047
9 C -0.942 -2.032 0.604  -0.262
10 C -0.253 -0.891 0.292  0.164
11 H 4.896 -1.249 -0.641  0.203
12 H 3.149 -1.681 0.379  0.198
13 H 3.637 -2.195 -1.276  0.174
14 H 1.918 2.412 -0.835  0.250
15 H -0.520 2.523 0.089  0.257
16 H -2.442 2.676 1.393  0.243
17 H -1.949 2.356 -0.828  0.234
18 H -3.980 2.096 0.071  0.271
19 H -2.888 -2.490 1.260  0.192
20 H -0.767 -3.271 0.219  0.274
21 N -2.727 -0.251 1.049  -0.459
22 N 1.062 -1.149 -0.219  -0.478
23 O 3.080 -0.150 -1.034  -0.513

How do the energies compare? Relative to the most stable structure, in kJ/mol: #i 0.0; #ii 489.0.

#i
DFT (ωB97M-V with the def2-TZVPD basis set) results for C2H3F2PS as an isolated structure.

Computed properties:
HOMO energy (eV): -9.57
Spin multiplicity: 1
Lowest unoccupied orbital energy (eV): -0.8699

Last column: natural (NBO) charge in e.
Element x y z (Å)
1 C 0.299 0.116 0.771  -0.443
2 C -0.620 -0.247 -0.054  -0.247
3 F -0.664 -3.083 0.886  -0.576
4 F -2.348 -2.671 -0.809  -0.568
5 P -1.932 -2.082 0.650  1.600
6 S -3.299 -2.393 2.056  -0.486
7 H 0.999 0.980 0.934  0.249
8 H 0.349 -0.514 1.616  0.227
9 H -1.144 0.002 -1.033  0.244

#ii
DFT (ωB97M-V with the def2-TZVPD basis set) results for one molecule with the formula C2H3F2PS.

Computed properties:
HOMO energy (alpha / beta) (eV): -8.84 / -8.84
Spin multiplicity: 1
Lowest unoccupied orbital energy (alpha / beta) (eV): -1.2008 / -1.2012

Last column: natural (NBO) charge in e.
Element x y z (Å)
1 C 0.530 -1.876 0.346  0.024
2 C 1.094 -0.693 1.077  -0.656
3 F -0.359 -2.312 1.249  -0.355
4 F -0.563 -0.414 3.258  -0.552
5 P 0.712 0.326 2.498  1.340
6 S 1.840 1.331 3.650  -0.399
7 H 1.179 -2.640 0.066  0.186
8 H -0.074 -1.664 -0.494  0.176
9 H 1.778 -0.107 0.382  0.234

How do the energies compare? Relative to the most stable structure, in kJ/mol: #i 0.0; #ii 104.8.

#i
DFT (ωB97M-V with the def2-TZVPD basis set) results for one molecule with the formula C2H3Cl3.

Computed properties:
HOMO energy (eV): -10.96
Spin multiplicity: 1
Lowest unoccupied orbital energy (eV): 0.0790

Last column: natural (NBO) charge in e.
Element x y z (Å)
1 C 1.525 0.869 0.119  -0.763
2 C 0.270 0.168 0.023  -0.012
3 H 2.191 -0.010 0.737  0.295
4 H 1.757 1.390 -1.052  0.283
5 H 1.161 1.835 0.785  0.251
6 Cl -1.306 1.217 0.251  -0.049
7 Cl -0.041 -1.319 1.226  -0.059
8 Cl 0.413 -0.454 -1.554  0.054

#ii
DFT (ωB97M-V with the def2-TZVPD basis set) results for one molecule with the formula C2H3Cl3.

Computed properties:
HOMO energy (eV): -10.78
Spin multiplicity: 1
Lowest unoccupied orbital energy (eV): 0.5599

Last column: natural (NBO) charge in e.
Element x y z (Å)
1 C -0.501 -0.643 -0.285  -0.294
2 C 0.460 0.044 0.537  -0.248
3 H -0.340 -0.551 -1.413  0.260
4 H -0.547 -1.491 0.169  0.196
5 H 0.091 0.032 1.640  0.273
6 Cl -2.402 -0.119 0.014  -0.236
7 Cl 1.586 -1.212 -0.036  0.039
8 Cl 0.878 1.660 -0.090  0.011

How do the energies compare? Relative to the most stable structure, in kJ/mol: #i 67.5; #ii 0.0.